Entry 1:
A molecular structure, C52H62BrCaGeN7Si, computed with wB97M-V/def2-TZVPD.

Values from the calculation:
HOMO-LUMO gap (alpha / beta) = 5.20 / 5.44 eV
net charge = 0
calculated total energy = -8020.10833 hartree
molecular weight = 1005.80 g/mol
relative energy (zero: lowest compared OMol25 entry of this formula, charge and spin) = 0.0 kJ/mol
HOMO (alpha / beta) = -5.66 / -5.90 eV
lowest unoccupied orbital energy (alpha / beta) = -0.0168 / -0.0170 Ha

Element x y z (Å)
Ca  0.0939  0.0922  0.0658
C  0.7450  -3.6327  3.0900
C  1.2607  -2.3721  3.7282
C  1.3246  -2.3262  5.1146
C  1.7351  -1.1865  5.7785
C  2.0754  -0.0662  5.0408
C  2.0406  -0.0790  3.6559
C  2.4628  1.1303  2.8841
C  1.6351  -1.2392  2.9718
N  1.5481  -1.2313  1.5826
C  2.2307  -2.1286  0.8899
C  3.3618  -2.9082  1.5123
C  1.9897  -2.3304  -0.4907
C  2.6654  -3.5068  -1.1526
N  1.1251  -1.5754  -1.1477
C  1.0558  -1.6061  -2.5320
C  2.1568  -1.2805  -3.3497
C  3.5267  -0.9889  -2.8038
C  1.9814  -1.2010  -4.7242
C  0.7584  -1.4473  -5.3169
C  -0.3131  -1.8059  -4.5171
C  -0.1805  -1.8936  -3.1420
C  -1.3366  -2.3302  -2.2943
H  -0.1110  -4.0048  3.6495
H  1.5058  -4.4134  3.0990
H  0.4330  -3.4714  2.0597
H  1.0569  -3.2088  5.6799
H  1.7862  -1.1680  6.8570
H  2.3835  0.8364  5.5500
H  2.8978  1.8760  3.5451
H  1.5989  1.5681  2.3831
H  3.1988  0.8713  2.1226
H  3.5451  -2.5753  2.5301
H  4.2712  -2.7562  0.9332
H  3.1611  -3.9768  1.5305
H  2.3793  -4.4249  -0.6381
H  3.7515  -3.4340  -1.1222
H  2.3528  -3.5893  -2.1906
H  3.5319  -0.9647  -1.7175
H  3.8848  -0.0347  -3.1897
H  4.2297  -1.7557  -3.1288
H  2.8294  -0.9363  -5.3391
H  0.6470  -1.3858  -6.3900
H  -1.2682  -2.0237  -4.9735
H  -2.1035  -2.7880  -2.9161
H  -1.7671  -1.4737  -1.7691
H  -1.0126  -3.0501  -1.5427
Br  -6.6967  2.3856  3.4633
C  -4.9442  2.1948  2.7358
C  -4.7000  1.2570  1.7429
C  -3.4315  1.1270  1.2281
C  -2.3727  1.9615  1.6445
C  -2.6529  2.8682  2.6919
C  -3.9150  2.9783  3.2323
N  -1.1462  1.8421  1.0433
C  -0.3430  2.9021  1.0233
C  0.9373  2.9318  0.4533
C  1.7329  4.1104  0.5369
C  2.9627  4.1545  -0.0534
C  3.4095  3.0322  -0.7722
C  2.5992  1.9150  -0.7868
N  1.4214  1.8299  -0.1913
H  -5.5013  0.6359  1.3707
H  -3.2399  0.3492  0.5001
H  -1.8588  3.4696  3.1103
H  -4.1070  3.6747  4.0358
H  -0.7044  3.8549  1.4121
H  1.3477  4.9579  1.0846
H  3.5838  5.0348  0.0204
H  4.3534  3.0437  -1.2959
H  2.9111  1.0221  -1.3109
C  -2.8615  1.9498  -3.2653
C  -2.3445  1.2994  -2.1554
N  -1.0608  0.9858  -2.0257
C  -0.2452  1.3157  -3.0129
C  -0.6544  1.9664  -4.1785
C  -2.0101  2.2824  -4.2981
C  0.2972  2.2572  -5.2382
C  0.3878  3.4127  -5.9193
C  -0.3082  4.6462  -5.6252
C  -0.3252  5.7000  -6.5531
C  -0.9930  6.8514  -6.1895
N  -1.5837  6.9875  -5.0056
C  -1.4946  5.9474  -4.1933
N  -0.9044  4.7990  -4.4320
H  -3.9143  2.1818  -3.3127
H  -2.9969  1.0198  -1.3428
H  0.7974  1.0641  -2.8774
H  -2.3801  2.7603  -5.1919
H  0.9706  1.4464  -5.4874
H  1.0821  3.4747  -6.7473
H  0.1533  5.6033  -7.5148
H  -1.0674  7.7036  -6.8535
H  -1.9641  6.0518  -3.2222
C  -3.5236  -5.3038  -0.1618
Si  -4.3724  -3.6498  0.2583
C  -5.8321  -3.9446  1.4543
C  -5.0084  -2.8035  -1.3257
C  -3.1586  -2.5467  1.1053
C  -2.4850  -1.8492  1.8290
H  -4.2554  -6.0724  -0.3920
H  -2.9260  -5.6568  0.6731
H  -2.8652  -5.2029  -1.0188
H  -6.4354  -4.7937  1.1420
H  -6.4818  -3.0746  1.5018
H  -5.4741  -4.1418  2.4610
H  -5.8396  -3.3552  -1.7539
H  -4.2282  -2.7436  -2.0770
H  -5.3519  -1.7926  -1.1258
C  -2.4099  -3.0285  5.4139
Ge  -2.7977  -1.2588  4.5823
C  -4.7634  -1.1474  4.2576
C  -2.0636  0.2577  5.6358
C  -1.7926  -1.1134  2.8424
H  -3.0430  -3.1761  6.2849
H  -1.3729  -3.0995  5.7249
H  -2.6176  -3.8277  4.7077
H  -5.2810  -1.9524  4.7743
H  -4.9485  -1.2492  3.1918
H  -5.1800  -0.2032  4.5943
H  -2.4406  0.2884  6.6531
H  -2.3371  1.1854  5.1394
H  -0.9774  0.1949  5.6639
H  -1.7038  -0.0577  2.5917
H  -0.7903  -1.5124  2.9790

Löwdin atomic charge list, values in e, 6 entries:
1. Ca 1.353
2. C -0.036
3. C -0.243
4. C -0.069
5. C -0.093
6. C -0.059


Entry 2:
A molecular structure, C52H63N12O4SbSr, computed with wB97M-V/def2-TZVPD.

Values from the calculation:
HOMO-LUMO gap = 6.70 eV
net charge = 0
calculated total energy = -3248.24298 hartree
molecular weight = 1129.54 g/mol
relative energy (zero: lowest compared OMol25 entry of this formula, charge and spin) = 0.0 kJ/mol
HOMO = -6.78 eV
lowest unoccupied orbital energy = -0.0029 Ha

Element x y z (Å)
Sr  -0.6564  0.3088  1.1579
C  -2.3676  -3.2924  0.8974
C  -1.6460  -2.8940  2.1374
C  -1.6729  -3.7036  3.2723
C  -0.9819  -3.3159  4.3984
C  -0.2261  -2.1505  4.3580
C  -0.1913  -1.3989  3.1926
N  -0.9266  -1.7656  2.1155
Sb  1.5450  0.0253  2.9773
C  2.0774  -1.4579  1.3890
C  1.9746  -2.7999  1.7543
C  2.7294  -3.7344  1.0607
C  3.5851  -3.3063  0.0673
C  3.6655  -1.9443  -0.2088
C  4.6031  -1.4168  -1.2529
N  2.9287  -1.0491  0.4523
C  -0.1269  1.5584  3.0849
C  -1.3391  1.1800  3.6970
C  -2.1925  2.1699  4.1610
C  -1.8817  3.4973  3.9432
C  -0.7049  3.8024  3.2703
C  -0.3038  5.2032  2.9248
N  0.1434  2.8438  2.8916
H  -2.0240  -4.2737  0.5643
H  -2.1837  -2.5868  0.0964
H  -3.4432  -3.3541  1.0702
H  -2.2393  -4.6255  3.2526
H  -0.9981  -3.9314  5.2895
H  0.3508  -1.8433  5.2214
H  1.3292  -3.1328  2.5536
H  2.6529  -4.7863  1.3071
H  4.1952  -4.0082  -0.4856
H  5.3260  -2.1741  -1.5569
H  5.1317  -0.5432  -0.8723
H  4.0379  -1.1046  -2.1327
H  -1.5718  0.1384  3.8771
H  -3.0946  1.8971  4.6945
H  -2.5283  4.2901  4.2949
H  -0.9820  5.9385  3.3550
H  -0.3025  5.3215  1.8391
H  0.7112  5.3999  3.2717
O  1.8631  5.6417  -0.1611
C  2.8598  5.6879  0.7088
O  3.4842  6.6986  0.9198
C  3.1964  4.4314  1.4407
C  4.2213  4.3877  2.3587
N  4.2594  3.1365  2.8426
N  3.3338  2.3400  2.2939
C  2.6753  3.1127  1.4472
C  1.5374  2.5183  0.6951
O  0.8352  3.2412  -0.0270
O  1.3795  1.2477  0.7469
H  1.4199  4.7458  -0.1454
H  4.8956  5.1656  2.6737
H  4.8987  2.7556  3.5169
C  0.7888  -2.0742  -5.8275
N  1.8561  -1.1674  -5.4489
C  3.1140  -1.3920  -6.1350
C  1.8903  -0.6586  -4.1486
N  1.3629  -1.1939  -3.1198
C  1.0699  -2.5517  -3.0249
C  2.1030  -3.4626  -3.0894
C  1.9082  -4.8310  -2.8324
C  0.6704  -5.2926  -2.5053
C  -0.4365  -4.4045  -2.4667
C  -1.7208  -4.9177  -2.1550
C  -2.7983  -4.0851  -2.1058
C  -2.6548  -2.7221  -2.4097
C  -1.4374  -2.1799  -2.7774
N  -1.2787  -0.8488  -3.1287
C  -2.1419  -0.1147  -3.7491
N  -1.9121  1.2360  -3.7452
C  -0.8245  1.7122  -2.9206
C  -2.4187  2.1347  -4.7612
N  -3.2535  -0.4766  -4.5134
C  -3.2879  -1.6991  -5.2805
C  -4.5533  0.0348  -4.1073
C  -0.2639  -3.0217  -2.7467
N  2.4951  0.5866  -4.0541
C  2.7840  1.1774  -2.7573
C  2.5854  1.4923  -5.1801
H  0.5808  -1.9437  -6.8925
H  -0.1135  -1.8262  -5.2635
H  1.0345  -3.1269  -5.6470
H  3.3916  -2.4534  -6.0967
H  3.9073  -0.8134  -5.6667
H  3.0461  -1.0954  -7.1856
H  3.0949  -3.0925  -3.3196
H  2.7522  -5.5093  -2.8793
H  0.5041  -6.3391  -2.2799
H  -1.8215  -5.9769  -1.9501
H  -3.7780  -4.4724  -1.8501
H  -3.5123  -2.0667  -2.3562
H  -0.8810  1.2166  -1.9609
H  -0.9262  2.7861  -2.7718
H  0.1443  1.4968  -3.3734
H  -2.7941  1.5692  -5.6105
H  -1.6072  2.7809  -5.1030
H  -3.2237  2.7743  -4.3859
H  -2.2725  -2.0220  -5.5233
H  -3.8200  -1.5086  -6.2175
H  -3.7916  -2.5212  -4.7651
H  -4.4380  0.8120  -3.3546
H  -5.1583  -0.7641  -3.6620
H  -5.1025  0.4430  -4.9618
H  3.8608  1.2712  -2.5907
H  2.3537  0.5707  -1.9685
H  2.3487  2.1785  -2.7011
H  3.6230  1.6597  -5.4894
H  2.1626  2.4621  -4.9021
H  2.0299  1.1001  -6.0275
C  -2.8819  4.2140  -1.5108
N  -3.3787  4.3229  -0.1526
C  -2.8758  5.5353  0.4599
C  -3.0500  3.1396  0.6322
C  -3.7840  1.8878  0.1761
C  -5.1432  2.0467  -0.1137
C  -5.9149  0.9703  -0.5153
C  -5.3154  -0.2786  -0.6000
C  -3.9661  -0.4111  -0.2922
C  -3.1146  0.6486  0.0860
H  -3.2374  5.0570  -2.1070
H  -3.2353  3.2866  -1.9627
H  -1.7784  4.2149  -1.5359
H  -3.2811  6.4094  -0.0534
H  -1.7743  5.6054  0.4160
H  -3.1841  5.5819  1.5064
H  -3.3361  3.3673  1.6641
H  -1.9575  2.9473  0.6247
H  -5.5890  3.0319  -0.0351
H  -6.9649  1.1015  -0.7513
H  -5.8974  -1.1440  -0.9038
H  -3.5661  -1.4083  -0.3768

Löwdin atomic charge list, values in e, 6 entries:
1. Sr 1.368
2. C -0.018
3. C -0.290
4. C -0.013
5. C -0.049
6. C -0.125


Entry 3:
6 unconnected molecules or ions with the total composition C52H64BFN2O20P3S, computed with wB97M-V/def2-TZVPD.

Values from the calculation:
HOMO-LUMO gap = 3.76 eV
net charge = -1
calculated total energy = -5180.97250 hartree
molecular weight = 1191.88 g/mol
HOMO = -4.50 eV
lowest unoccupied orbital energy = -0.0270 Ha

Element x y z (Å)
C  3.4942  2.7612  -4.8873
B  2.2762  2.1830  -4.0601
O  1.3824  1.3709  -4.8437
P  1.7481  2.4600  -2.1725
C  3.4560  2.4473  -1.3672
C  4.7137  1.7573  -1.9360
C  4.7543  0.2815  -2.4160
C  4.5702  -0.8067  -1.2802
C  3.9689  -2.1107  -1.9098
C  4.0966  -3.3008  -0.8855
C  2.7256  -3.9009  -0.3990
S  2.9201  -4.2899  1.4211
C  1.7458  -3.3301  2.3526
N  2.0441  -2.3149  3.1501
N  0.9463  -1.7948  3.7309
C  -0.0780  -2.5492  3.2828
O  0.3796  -3.4910  2.4444
C  1.3853  0.5447  -2.0621
C  1.2539  -0.1796  -0.6991
C  -0.2483  -0.5458  -0.3022
F  1.8427  0.3239  0.4755
P  1.7717  4.7522  -2.3129
O  0.5948  5.3134  -3.0415
O  1.8835  5.4107  -0.7387
O  3.1419  5.3775  -3.0877
O  0.1493  2.5554  -2.8852
C  -0.9251  2.7128  -1.9573
C  -2.0726  3.6091  -2.5325
C  -3.4848  2.9256  -2.3349
C  -4.6624  3.9618  -2.2937
C  -6.0699  3.2229  -2.3641
O  -5.9554  1.7690  -2.3620
C  -6.5242  1.2089  -1.2411
C  -5.6558  0.6390  -0.0744
O  -7.7181  1.1195  -1.1652
C  -0.3119  3.0051  -0.5213
P  -1.0263  4.5005  0.3835
C  -0.3326  4.4635  2.1521
O  -2.7362  4.3513  0.4569
O  1.0770  2.8561  -0.6010
H  3.0996  3.3011  -5.7956
H  4.2234  3.4385  -4.4065
H  4.0839  1.8988  -5.3119
H  1.1089  1.9548  -5.5710
H  3.7352  3.5336  -1.2491
H  3.3284  2.1430  -0.2927
H  5.4890  1.7990  -1.1126
H  5.2067  2.3779  -2.7319
H  4.1439  0.0467  -3.3269
H  5.8092  0.1077  -2.7740
H  5.5948  -1.0928  -0.9187
H  4.0272  -0.4263  -0.3877
H  2.9492  -1.9837  -2.3359
H  4.6354  -2.3613  -2.7788
H  4.6557  -4.1416  -1.3736
H  4.7155  -2.9793  -0.0116
H  1.8468  -3.2426  -0.5585
H  2.5565  -4.8907  -0.8894
H  -1.1144  -2.3485  3.5876
H  0.4072  0.3799  -2.5786
H  2.0832  -0.0460  -2.7161
H  1.7033  -1.2041  -0.8308
H  -0.5387  0.0080  0.6262
H  -0.3073  -1.6321  -0.0128
H  -0.9621  -0.4107  -1.1399
H  2.8135  5.4578  -0.4639
H  3.7277  5.7925  -2.4349
H  -1.3899  1.6817  -2.0036
H  -1.9125  3.6315  -3.6413
H  -2.0485  4.6708  -2.2038
H  -3.6558  2.3032  -3.2522
H  -3.5275  2.2303  -1.4668
H  -4.6226  4.6935  -3.1316
H  -4.6066  4.4548  -1.2913
H  -6.6544  3.5190  -3.2636
H  -6.7015  3.4954  -1.4807
H  -6.1912  -0.2303  0.3694
H  -4.6634  0.2776  -0.4343
H  -5.5477  1.4477  0.6870
H  -0.7311  2.1530  0.0999
H  0.3014  5.3804  2.2293
H  0.2837  3.5372  2.2330
H  -1.2120  4.4905  2.8342
H  -2.9842  3.4192  0.6110
C  -0.0888  -7.2904  1.8105
C  0.0215  -7.3001  3.1371
C  0.3746  -8.5384  3.8694
O  0.4732  -8.5495  5.0793
C  0.6019  -9.7641  3.0686
C  0.4919  -9.7534  1.7424
C  0.1388  -8.5157  1.0106
O  0.0401  -8.5066  -0.2002
H  -0.3466  -6.3947  1.2591
H  -0.1404  -6.4133  3.7371
H  0.8593  -10.6594  3.6200
H  0.6536  -10.6396  1.1424
C  -6.3271  3.4322  -7.3502
C  -6.9053  3.3852  -8.5488
C  -8.1488  4.1380  -8.8321
O  -8.6781  4.0943  -9.9242
C  -8.7237  4.9464  -7.7316
C  -8.1459  4.9936  -6.5333
C  -6.9020  4.2405  -6.2504
O  -6.3733  4.2841  -5.1594
H  -5.4185  2.8883  -7.1242
H  -6.4987  2.8005  -9.3642
H  -9.6322  5.4904  -7.9572
H  -8.5522  5.5783  -5.7175
C  2.2604  5.4396  6.8220
C  2.0054  5.4323  5.5151
C  1.2843  6.5492  4.8652
O  1.0521  6.5375  3.6749
C  0.8567  7.6790  5.7240
C  1.1115  7.6881  7.0309
C  1.8343  6.5686  7.6808
O  2.0680  6.5785  8.8739
H  2.7865  4.6261  7.3106
H  2.3096  4.6159  4.8718
H  0.3309  8.4872  5.2311
H  0.8066  8.5044  7.6740
C  -1.4315  -13.1624  -0.8959
C  -1.9614  -13.1979  -2.1165
C  -3.1799  -12.4229  -2.4480
O  -3.6646  -12.4566  -3.5595
C  -3.7840  -11.6061  -1.3696
C  -3.2537  -11.5710  -0.1490
C  -2.0359  -12.3459  0.1819
O  -1.5505  -12.3125  1.2948
H  -0.5422  -13.7225  -0.6352
H  -1.5327  -13.7885  -2.9162
H  -4.6730  -11.0459  -1.6300
H  -3.6821  -10.9803  0.6510
C  6.1067  0.5392  7.2497
C  5.0539  1.2852  6.9213
C  4.3774  2.1403  7.9229
O  3.4154  2.8198  7.6248
C  4.9157  2.1364  9.3025
C  5.9682  1.3908  9.6310
C  6.6462  0.5346  8.6294
O  7.6071  -0.1438  8.9286
H  6.6136  -0.0927  6.5317
H  4.6465  1.3013  5.9180
H  4.4077  2.7687  10.0200
H  6.3750  1.3748  10.6343

Löwdin atomic charge list, values in e, 6 entries:
1. C -0.055
2. B -0.485
3. O 0.023
4. P 0.608
5. C -0.275
6. C -0.241